{"formula": "C30H50BN11RuSe", "method": "ωB97M-V/def2-TZVPD", "species": ["Ru", "C", "C", "C", "C", "N", "N", "B", "N", "N", "C", "C", "C", "C", "C", "C", "C", "C", "N", "N", "C", "C", "C", "C", "C", "C", "C", "C", "C", "C", "C", "C", "H", "H", "H", "H", "H", "H", "H", "H", "H", "H", "H", "H", "H", "H", "H", "H", "H", "H", "H", "H", "H", "H", "H", "H", "H", "H", "H", "H", "H", "H", "H", "H", "H", "H", "H", "H", "H", "H", "H", "H", "C", "C", "C", "C", "N", "C", "N", "N", "N", "H", "H", "H", "H", "H", "H", "H", "H", "H", "H", "Se", "C", "N"], "xyz": [[0.15, 0.11, 0.17], [-4.74, 0.87, -1.77], [-3.76, 0.18, -0.89], [-3.96, -0.86, 0.00], [-2.73, -1.14, 0.60], [-1.82, -0.31, 0.07], [-2.46, 0.52, -0.84], [-1.74, 1.71, -1.59], [-0.58, 1.11, -2.42], [0.19, 0.12, -1.87], [0.95, -0.39, -2.88], [0.65, 0.31, -4.04], [-0.33, 1.24, -3.72], [-1.02, 2.22, -4.59], [1.91, -1.57, -2.86], [2.36, -1.89, -4.29], [3.17, -1.19, -2.06], [1.18, -2.83, -2.37], [-1.12, 2.66, -0.53], [-0.64, 2.04, 0.56], [-0.40, 2.96, 1.49], [-0.71, 4.22, 0.96], [-1.18, 3.98, -0.32], [-1.69, 4.94, -1.34], [-0.06, 2.61, 2.92], [-0.06, 1.09, 3.12], [-1.16, 3.19, 3.81], [1.28, 3.25, 3.32], [-2.60, -2.20, 1.68], [-3.08, -3.54, 1.08], [-1.19, -2.40, 2.23], [-3.52, -1.79, 2.83], [-5.72, 0.41, -1.64], [-4.46, 0.79, -2.82], [-4.82, 1.93, -1.53], [-4.90, -1.34, 0.20], [-2.50, 2.29, -2.28], [1.07, 0.15, -5.02], [-0.64, 2.14, -5.61], [-0.86, 3.24, -4.24], [-2.10, 2.05, -4.62], [2.91, -1.06, -4.74], [1.52, -2.14, -4.94], [3.03, -2.75, -4.25], [3.81, -0.55, -2.67], [3.74, -2.08, -1.79], [2.95, -0.65, -1.14], [0.37, -3.07, -3.06], [0.76, -2.74, -1.38], [1.88, -3.67, -2.36], [-0.66, 5.17, 1.47], [-1.73, 5.94, -0.92], [-2.68, 4.66, -1.69], [-1.03, 4.96, -2.21], [-1.07, 0.70, 2.95], [0.23, 0.84, 4.13], [0.64, 0.56, 2.47], [-2.14, 2.82, 3.52], [-1.19, 4.28, 3.76], [-0.98, 2.91, 4.85], [2.08, 3.00, 2.63], [1.57, 2.90, 4.32], [1.19, 4.33, 3.36], [-2.48, -3.81, 0.21], [-4.12, -3.50, 0.78], [-2.97, -4.32, 1.83], [-0.53, -2.87, 1.50], [-1.25, -3.06, 3.10], [-0.73, -1.47, 2.57], [-4.55, -1.63, 2.51], [-3.18, -0.86, 3.30], [-3.52, -2.57, 3.59], [6.41, 0.45, 0.31], [6.21, 0.71, 1.80], [5.85, -0.57, 2.55], [5.18, 1.81, 2.06], [3.95, 1.67, 1.26], [3.63, 2.25, 0.09], [2.44, 1.85, -0.27], [2.07, 1.01, 0.71], [2.95, 0.88, 1.63], [7.28, -0.18, 0.16], [6.56, 1.37, -0.25], [5.55, -0.08, -0.11], [7.14, 1.10, 2.22], [4.83, -0.90, 2.32], [5.93, -0.43, 3.63], [6.52, -1.38, 2.27], [5.57, 2.79, 1.80], [4.86, 1.82, 3.10], [4.27, 2.94, -0.43], [3.45, -3.25, 1.16], [2.08, -2.25, 0.73], [1.13, -1.60, 0.50]], "lowdin_spin": [0.778, 0.004, 0.022, 0.009, 0.017, 0.016, -0.002, 0.000, -0.002, -0.005, 0.007, 0.003, 0.012, 0.002, 0.000, 0.000, 0.000, 0.000, 0.000, 0.000, 0.006, 0.001, 0.007, 0.001, 0.001, 0.000, 0.000, 0.000, 0.001, 0.001, 0.000, 0.001, 0.000, 0.001, 0.001, 0.000, 0.000, 0.000, 0.000, 0.001, 0.001, 0.000, 0.000, 0.000, 0.000, 0.000, 0.000, 0.000, 0.000, 0.000, 0.000, 0.000, 0.000, 0.000, 0.000, 0.000, 0.000, 0.000, 0.000, 0.000, 0.000, 0.000, 0.000, 0.000, 0.000, 0.000, 0.000, 0.000, 0.000, 0.000, 0.000, 0.000, 0.000, 0.000, 0.001, 0.000, 0.003, 0.000, 0.002, 0.007, 0.003, 0.000, 0.000, 0.000, 0.000, 0.001, 0.000, 0.000, 0.000, 0.000, 0.000, 0.072, 0.016, 0.011], "total_charge": 1, "homo_energy_ev": [-10.3, -10.3], "molar_mass_g_mol": 755.65, "de_lowest_kj_mol": 0.0, "spin_multiplicity": 2, "gap_ev": [6.913, 5.619], "total_energy_ha": -4296.5271}

{"formula": "C30H50ClMoNOP", "method": "ωB97M-V/def2-TZVPD", "species": ["Mo", "P", "Cl", "C", "H", "H", "C", "C", "C", "H", "C", "H", "H", "C", "H", "H", "C", "H", "H", "C", "H", "H", "H", "H", "C", "C", "H", "C", "H", "H", "C", "H", "H", "C", "H", "H", "C", "H", "H", "H", "H", "C", "H", "C", "H", "H", "C", "H", "H", "C", "H", "H", "C", "H", "H", "H", "H", "C", "C", "H", "C", "H", "C", "H", "H", "C", "H", "H", "C", "H", "H", "H", "H", "O", "N", "C", "C", "C", "C", "C", "H", "H", "H", "H", "H"], "xyz": [[-0.06, -0.13, -0.25], [0.10, 0.59, -2.45], [1.06, 1.97, 0.36], [-1.81, 0.61, 0.06], [-2.82, 0.18, 0.00], [-1.87, 1.69, 0.31], [1.94, 0.82, -2.56], [-0.76, 2.22, -2.56], [2.46, 0.89, -4.00], [2.12, 1.80, -2.07], [3.95, 1.24, -3.97], [2.31, -0.08, -4.49], [1.91, 1.64, -4.58], [4.75, 0.24, -3.13], [4.33, 1.29, -4.99], [4.07, 2.25, -3.53], [4.19, 0.10, -1.71], [4.73, -0.74, -3.63], [5.80, 0.55, -3.09], [2.68, -0.23, -1.72], [4.74, -0.68, -1.17], [4.34, 1.04, -1.17], [2.54, -1.23, -2.17], [2.31, -0.25, -0.67], [-0.60, -0.57, -3.70], [-2.28, 2.06, -2.75], [-0.60, 2.66, -1.56], [-2.95, 3.43, -2.65], [-2.49, 1.60, -3.73], [-2.69, 1.39, -1.99], [-2.34, 4.43, -3.64], [-4.02, 3.33, -2.82], [-2.82, 3.81, -1.63], [-0.82, 4.54, -3.48], [-2.57, 4.10, -4.66], [-2.80, 5.41, -3.51], [-0.13, 3.18, -3.58], [-0.41, 5.22, -4.24], [-0.60, 4.98, -2.50], [-0.23, 2.77, -4.59], [0.95, 3.31, -3.38], [0.12, -1.93, -3.73], [-1.64, -0.75, -3.35], [-0.63, -2.87, -4.67], [1.16, -1.78, -4.06], [0.16, -2.39, -2.74], [-0.79, -2.26, -6.07], [-0.11, -3.83, -4.72], [-1.63, -3.06, -4.25], [-1.42, -0.87, -6.02], [0.21, -2.19, -6.54], [-1.39, -2.92, -6.70], [-0.66, 0.07, -5.09], [-1.46, -0.42, -7.02], [-2.45, -0.95, -5.66], [0.37, 0.24, -5.44], [-1.15, 1.05, -5.05], [0.20, -2.28, -0.19], [-1.22, -1.87, -0.43], [0.82, -2.54, -1.07], [-2.30, -2.37, 0.54], [-1.58, -1.88, -1.47], [-1.75, -2.78, 1.91], [-3.11, -1.66, 0.67], [-2.73, -3.26, 0.06], [-0.61, -3.79, 1.77], [-1.37, -1.90, 2.45], [-2.55, -3.23, 2.51], [0.57, -3.24, 0.95], [-0.26, -4.09, 2.76], [-1.00, -4.69, 1.28], [1.30, -2.79, 1.62], [1.07, -4.10, 0.48], [0.14, -0.59, 2.55], [0.17, 0.55, 3.22], [-1.03, 1.15, 3.54], [-0.99, 2.35, 4.23], [0.23, 2.85, 4.68], [1.42, 2.25, 4.28], [1.37, 1.16, 3.45], [-1.94, 0.69, 3.15], [-1.93, 2.88, 4.35], [0.26, 3.76, 5.29], [2.39, 2.61, 4.61], [2.23, 0.76, 2.91]], "lowdin_spin": [1.677, 0.068, 0.070, 0.598, 0.044, 0.040, 0.013, 0.008, 0.002, 0.001, 0.001, 0.000, 0.000, 0.000, 0.000, 0.000, 0.000, 0.000, 0.000, 0.007, 0.000, 0.000, 0.001, 0.006, 0.018, 0.022, 0.002, 0.001, 0.001, 0.014, 0.001, 0.000, 0.000, 0.000, 0.000, 0.000, 0.000, 0.000, 0.000, 0.000, 0.000, 0.003, 0.000, 0.000, 0.000, 0.002, 0.000, 0.000, 0.000, 0.001, 0.000, 0.000, 0.002, 0.000, 0.000, 0.000, 0.000, 0.125, 0.102, 0.021, 0.009, 0.031, 0.003, 0.003, 0.000, 0.001, 0.001, 0.000, 0.020, 0.000, 0.001, 0.004, 0.003, 0.021, 0.003, 0.018, 0.001, 0.007, 0.002, 0.007, 0.010, 0.000, 0.000, 0.000, 0.000], "total_charge": 0, "homo_energy_ev": [-5.5, -7.1], "molar_mass_g_mol": 603.10, "spin_multiplicity": 4, "gap_ev": [6.011, 6.493], "total_energy_ha": -2172.6911}